Entry 1:
The following is a DFT calculation (ωB97M-V/def2-TZVPD) of the molecule C3H5N5 in a non-equilibrium geometry.

XYZ file:
```
13
C3H5N5 (ωB97M-V/def2-TZVPD)
H 2.22 -1.93 -1.05
N 1.43 -2.27 -0.49
C 0.66 -1.31 -0.28
C 0.87 -0.07 -1.01
N 0.33 1.02 -0.67
N -0.67 1.06 0.29
N -1.12 2.26 0.76
C -0.98 -0.13 0.79
N -0.47 -1.30 0.59
H 1.66 0.00 -1.78
H -1.34 2.83 -0.06
H -0.41 2.78 1.28
H -1.91 -0.07 1.31
```

LUMO, eV: 0.724
Spin multiplicity: 1
Kohn-Sham gap, eV: 9.7315
Charge: 0

Entry 2:
The following is a DFT calculation (ωB97M-V/def2-TZVPD) of a structure of composition C13H19ClN2O6ReS in a non-equilibrium geometry.

XYZ file:
```
43
C13H19ClN2O6ReS (ωB97M-V/def2-TZVPD)
Re -0.74 -0.54 -0.08
O 0.55 1.24 1.10
C 1.98 1.26 1.33
C 2.75 1.58 0.06
N 2.51 0.62 -0.99
C 1.89 1.09 -2.19
C 0.43 1.53 -1.94
O 0.08 2.68 -2.00
O -0.38 0.51 -1.68
C 3.01 -0.70 -0.83
C 2.18 -1.69 0.05
O 2.72 -2.56 0.63
O 0.84 -1.52 0.03
H 0.21 2.14 1.04
H 2.23 0.28 1.73
H 2.23 1.99 2.09
H 3.81 1.60 0.30
H 2.46 2.56 -0.31
H 1.91 0.32 -2.96
H 2.41 1.98 -2.54
H 3.98 -0.68 -0.34
H 3.11 -1.19 -1.81
Cl -1.19 -5.39 2.83
C -1.62 -3.74 2.74
C -2.45 -3.16 3.70
C -2.77 -1.82 3.57
C -2.25 -1.10 2.52
N -1.45 -1.66 1.59
C -1.14 -2.97 1.71
H -2.84 -3.76 4.51
H -3.40 -1.33 4.30
H -2.48 -0.05 2.39
H -0.47 -3.39 0.97
C -3.31 2.45 -1.33
S -3.29 0.69 -1.59
C -4.99 0.27 -1.28
O -2.59 0.12 -0.26
H -3.91 2.88 -2.14
H -2.29 2.81 -1.42
H -3.75 2.68 -0.36
H -5.58 0.70 -2.10
H -5.31 0.67 -0.32
H -5.08 -0.82 -1.31
```

LUMO (spin up / spin down), eV: -8.917 / -8.578
⟨S²⟩: 0.8627
Spin multiplicity: 2
Kohn-Sham gap (spin up / spin down), eV: 5.7102 / 6.1283
Charge: +2

Which value of charge does entry 1 give?
0